61
Properties=species:S:1:pos:R:3:forces:R:3:nbo_charge:R:1 method="wB97M-V/def2-TZVPD" charge=0 spin_multiplicity=2 orbital_gap_ha="0.2063 / 0.2086"
Re 0.99181 -0.10049 -0.57101 -0.1426 -0.3957 0.0796 1.73
C -6.37575 -0.18647 1.83455 -0.0581 -0.0316 0.0477 -0.63
C -5.03128 -0.61087 1.34254 0.1375 0.1086 -0.0648 0.02
C -4.61877 -1.93421 1.47532 0.1718 0.0301 -0.0823 -0.22
C -3.40656 -2.35086 0.95813 -0.0244 -0.1841 0.0336 -0.18
C -2.59907 -1.43323 0.30837 0.5228 0.0810 -0.4308 -0.27
C -2.97009 -0.10738 0.20285 0.0936 0.1611 -0.0215 -0.18
C -4.18439 0.29974 0.72501 0.0090 -0.1673 -0.0125 -0.21
S -1.13126 -2.03907 -0.51059 -0.5981 -0.4964 0.2984 2.30
O 0.00764 -2.11592 0.40381 0.0952 -0.3757 0.1859 -0.94
O -1.48924 -3.23995 -1.19696 -0.0871 0.1185 -0.1496 -0.90
N -0.60471 -0.83523 -1.49189 1.1128 -0.3642 2.1980 -0.85
C -1.22960 -0.07871 -2.42113 -1.3053 0.9462 -1.7085 0.13
C -2.41776 -0.34525 -3.08777 1.0381 -0.0861 0.6176 -0.21
C -2.86095 0.54439 -4.06523 0.0325 0.6135 -0.4285 -0.18
C -2.14950 1.67339 -4.40320 -0.3051 -0.3170 0.0063 -0.20
C -0.94722 1.98739 -3.73918 0.2439 -0.2858 0.3978 -0.09
C -0.12365 3.09592 -4.03323 0.2249 -0.1435 0.3518 -0.08
C 1.02993 3.28570 -3.31138 -0.3148 0.0578 -0.2526 -0.26
C 1.35524 2.41057 -2.27200 0.0561 -0.2053 0.1322 0.11
N 0.60595 1.36117 -1.96681 0.7555 0.5856 0.0079 -0.44
C -0.51083 1.11910 -2.71293 -0.7554 -0.2103 -0.4183 0.20
H -7.15097 -0.69577 1.26528 -0.1416 0.0141 -0.0271 0.23
H -6.51162 0.88571 1.72990 -0.0633 0.0779 0.0064 0.22
H -6.50749 -0.45535 2.87869 -0.0544 -0.0062 0.1533 0.23
H -5.26927 -2.63891 1.96990 -0.0236 -0.1435 0.0740 0.22
H -3.07702 -3.37445 1.03878 -0.0939 -0.1781 0.0089 0.24
H -2.32118 0.60856 -0.27438 -0.0080 0.0783 0.0505 0.23
H -4.47512 1.33593 0.64531 -0.0446 0.1172 -0.0184 0.22
H -2.95764 -1.25253 -2.86515 -0.0957 -0.0770 0.0053 0.24
H -3.78056 0.32579 -4.58534 -0.0902 -0.0067 -0.0633 0.23
H -2.50346 2.32433 -5.18649 -0.0413 0.0960 -0.0915 0.22
H -0.40726 3.77311 -4.82284 -0.0056 0.1044 -0.1238 0.23
H 1.70093 4.09987 -3.52955 0.0304 0.1082 0.0042 0.24
H 2.25254 2.54905 -1.68413 -0.0199 -0.0336 0.0687 0.23
Br 3.28403 1.95489 5.70490 0.1363 0.0457 0.1168 0.11
C 2.19416 1.51231 4.24293 -0.2410 -0.0072 0.0406 -0.16
C 0.81087 1.41010 4.40895 0.1638 0.0377 -0.0515 -0.16
Br 0.03397 1.72318 6.08741 -0.0863 0.0245 0.2123 0.10
C -0.00399 1.09125 3.32614 -0.0152 0.0016 -0.2145 -0.18
Br -1.87351 0.94709 3.51385 -0.0280 -0.0430 -0.1806 0.08
C 0.54598 0.85439 2.06810 1.8136 0.4419 1.9205 0.28
O -0.13811 0.57428 1.00481 0.1611 -0.4885 -3.0778 -0.68
C 1.97407 0.92725 1.90743 -0.9886 -0.0971 1.4488 0.24
O 2.43359 0.63824 0.73493 -0.5757 0.4063 -1.7426 -0.69
C 2.76998 1.28070 2.99987 -0.0570 0.0110 -0.2074 -0.16
Br 4.61965 1.44457 2.70712 -0.0185 0.0059 -0.1014 0.10
O 4.28729 -0.96728 -2.84378 -0.6392 0.0485 0.1570 -0.58
C 3.56694 -1.06365 -1.87267 2.3282 -0.5107 0.3310 0.77
O 2.28713 -0.83550 -1.90444 -2.4010 0.8984 0.6870 -0.71
C 4.14045 -1.43489 -0.52773 -0.0649 -0.0648 -0.2270 -0.10
C 3.36788 -1.99318 0.48741 0.3693 0.0385 -0.1542 -0.22
C 3.94651 -2.25071 1.71985 -0.1334 -0.1772 0.0105 -0.21
C 5.28828 -1.97880 1.93084 0.0045 -0.0402 -0.0240 -0.19
C 6.05942 -1.44224 0.91262 0.0372 0.0057 -0.0446 -0.22
C 5.48960 -1.17554 -0.31846 -0.1659 -0.0621 0.0513 -0.18
H 2.33103 -2.25237 0.31085 -0.0115 -0.0826 0.0614 0.22
H 3.35214 -2.67440 2.51714 -0.0498 -0.0457 0.0238 0.22
H 5.73312 -2.19566 2.88972 0.0395 0.0341 0.1251 0.22
H 7.10164 -1.21512 1.07738 0.1168 -0.0276 0.0485 0.21
H 6.06605 -0.76396 -1.13241 0.0547 0.0562 -0.0436 0.23

---

19
Properties=species:S:1:pos:R:3:forces:R:3:nbo_charge:R:1 method="wB97M-V/def2-TZVPD" smiles=C1[C@@H]2CN3CC[C@H]3[C@H]12 relative_energy_kcal_mol=167.46 charge=0 spin_multiplicity=1 orbital_gap_ha=0.3457
C 1.49346 1.59557 0.70039 -4.5569 1.0341 -1.4412 -0.42
C 2.15857 0.65883 -0.24304 -0.4697 -1.4231 1.1561 -0.23
C 0.05199 -0.99280 -1.15222 -3.0178 -0.6060 -2.8700 -0.21
C -1.43913 -0.54939 -0.65124 0.3205 -4.0425 -3.4327 -0.22
C -1.94388 -1.22456 0.56446 -2.8928 2.5668 0.0101 -0.42
C -1.39872 0.18633 0.59754 -0.0911 3.7520 -0.3151 -0.25
C 0.21486 0.49662 0.79307 0.1035 -1.3023 -0.9680 -0.02
H 0.74552 2.17917 0.04860 2.3295 1.0993 0.9824 0.23
H 2.13508 1.99441 1.48639 -0.9407 0.2689 0.2174 0.22
H 2.64803 1.32571 -1.04796 -0.2795 -2.1792 0.8210 0.23
H 2.86548 -0.03431 0.57270 -1.5137 1.3501 -3.0423 0.17
H -0.04791 -0.76328 -2.33355 0.7998 -0.8794 2.4440 0.19
H 0.25490 -2.19423 -1.02729 -0.0746 2.9455 0.2422 0.18
H -2.30140 -0.58933 -1.43216 2.0659 0.9891 1.0983 0.22
H -3.08434 -1.09061 0.48520 1.7357 -1.2242 1.0724 0.21
H -1.47389 -1.93743 1.15254 0.6263 -1.5233 0.6355 0.22
H -2.21062 0.97707 0.48246 1.5493 -0.5301 1.2424 0.23
H 0.64792 -0.11713 1.51959 -0.1160 -1.8234 1.7163 0.15
N 0.68410 0.07938 -0.51548 4.4223 1.5278 0.4312 -0.47

---

94
Properties=species:S:1:pos:R:3:forces:R:3:mulliken_spin:R:1 method="wB97M-V/def2-TZVPD" relative_energy_kcal_mol=0.00 charge=0 spin_multiplicity=2 orbital_gap_ha="0.2003 / 0.2486"
Ti -0.33792 0.40987 -0.40281 -1.0190 -0.4552 0.2663 -0.04
C -4.77184 0.59128 -1.10339 0.2796 -1.0201 1.2579 0.00
C -3.34553 0.90041 -0.79368 1.4738 -2.2980 -0.3727 0.00
N -2.39798 -0.05977 -0.66463 -1.6522 2.3972 0.7289 0.00
N -2.80121 -1.31922 -0.50024 -0.3731 -1.3701 0.2295 0.00
C -1.85462 -2.11195 0.03720 0.8565 1.0825 -0.6633 -0.01
O -0.65454 -1.70685 0.24184 -1.0472 -0.4268 -0.3856 0.01
C -2.22177 -3.53805 0.30598 0.2166 -0.0803 -0.1282 0.00
C -3.54710 -3.94740 0.16936 -0.6441 0.7187 -0.4828 0.00
C -3.83922 -5.29666 0.13225 -0.8247 -0.2852 -0.1810 0.00
C -2.87222 -6.25264 0.35202 -0.2231 -0.5554 0.2068 0.00
C -1.58825 -5.85204 0.64243 1.4222 -0.0528 0.0905 0.00
C -1.23188 -4.50899 0.55678 0.4363 0.9685 0.0745 0.00
C -2.92022 2.25848 -0.52269 1.3655 1.4687 0.1891 0.00
C -3.71883 3.41299 -0.61242 -0.3287 -0.4331 0.3701 0.00
C -3.25319 4.59995 -0.03848 -0.6944 -0.1097 -0.2945 0.00
C -1.96340 4.66653 0.46129 -0.5821 1.1596 0.0896 0.00
C -1.19082 3.54795 0.42728 0.1331 -1.6797 -0.4721 0.00
N -1.64413 2.38104 -0.06214 -0.3143 -0.2789 0.3077 0.01
H -4.90695 -0.49703 -1.05571 0.0831 0.3398 -0.2330 0.00
H -5.43058 1.00996 -0.33979 -0.0120 0.2173 -0.1181 0.00
H -5.04021 0.95561 -2.07059 -0.2532 0.3385 -0.7128 0.00
H -4.34188 -3.18680 0.00019 0.7995 -0.7013 0.1205 0.00
H -4.83381 -5.67330 -0.10662 0.0435 0.4368 0.1635 0.00
H -3.16726 -7.30653 0.30949 0.3185 0.3688 0.1048 0.00
H -0.79807 -6.57315 0.89744 -0.4793 0.2303 -0.2536 0.00
H -0.16997 -4.16318 0.65710 -1.1531 -0.4501 -0.0236 0.00
H -4.72766 3.35648 -1.04043 0.4696 -0.0028 0.3136 0.00
H -3.95173 5.44525 0.06702 0.5677 -0.3475 -0.3246 0.00
H -1.56293 5.59741 0.85545 -0.1414 -0.2575 0.1030 0.00
H -0.20084 3.52161 0.85415 0.1769 0.0242 -0.1488 0.00
C -2.78044 -2.66770 -4.94176 0.4461 0.0996 1.0307 0.04
C -2.92529 -1.32153 -4.66812 -0.4896 1.2546 -0.6097 -0.03
C -2.02846 -0.61900 -3.85851 -0.1703 -1.7440 0.7894 0.04
C -1.05052 -1.34658 -3.14547 -0.3517 0.8945 -0.8727 -0.02
C -0.96101 -2.73026 -3.31117 0.2793 0.3401 0.3187 0.07
C -1.81594 -3.35470 -4.19480 0.0589 -1.1276 -0.9090 -0.03
N -0.09888 -0.67485 -2.33695 -0.8190 0.1567 0.7606 0.40
N 1.10665 -1.12863 -2.58027 -0.1912 -0.5460 -0.0848 0.31
C 1.90518 -1.07645 -1.51734 1.1587 0.0241 -0.4203 -0.02
C 3.12460 -1.79154 -1.60043 0.0528 -0.6176 0.4836 0.02
C 3.82158 -1.95648 -0.43556 0.2873 -0.0340 0.4976 0.03
C 3.42890 -1.33043 0.78208 -0.4245 -0.0516 -1.1003 0.09
C 2.30502 -0.55451 0.73752 -0.2360 0.1781 0.0077 -0.02
N 1.55262 -0.43665 -0.39144 0.3392 0.0168 0.9490 0.10
H -3.42798 -3.14122 -5.66582 0.0524 -0.2092 0.1204 0.00
H -3.75235 -0.76420 -5.15247 0.6772 -0.3090 0.2390 0.00
H -2.16197 0.41973 -3.66823 0.0347 0.6119 -0.1041 0.00
H -0.18799 -3.26685 -2.73994 -0.5215 0.1792 -0.4311 -0.01
H -1.66452 -4.42503 -4.38360 -0.1873 0.3697 0.1825 0.00
H 3.32920 -2.37254 -2.51116 0.0235 0.5716 0.4726 0.00
H 4.68474 -2.60340 -0.37098 0.1249 -0.0705 -0.3175 0.00
H 3.96251 -1.51275 1.69298 0.1767 0.1486 0.2560 0.01
H 1.94286 0.02389 1.59301 0.1712 -0.4579 -0.2978 0.00
C 3.13474 -2.26480 6.23372 0.7427 -0.0699 1.0191 0.00
C 2.04247 -1.55618 5.55555 -1.6047 1.4475 -1.6850 0.00
C 1.85642 -0.15876 5.72470 0.8961 -0.4121 0.8470 0.00
C 0.89985 0.58242 5.05648 -0.2281 -0.3763 -0.7590 0.00
C 0.12112 -0.08125 4.09590 0.0124 -0.0901 -0.3398 0.00
C 0.18237 -1.46932 3.95255 0.5141 -0.0008 0.0439 0.00
C 1.16770 -2.19641 4.64573 -0.3040 0.1125 0.3669 0.00
S -0.83986 0.84600 2.88763 0.5940 0.3445 -0.1659 0.00
O -0.49006 2.23160 3.08447 -0.4567 -0.0522 0.3873 0.00
O -2.20092 0.40252 2.94566 -0.0569 0.1330 -0.0094 0.00
O -0.25051 0.46959 1.50855 0.1375 0.2213 0.6910 0.00
H 3.82423 -1.51216 6.69929 -0.5025 -0.9051 -0.2677 0.00
H 3.69449 -2.89303 5.53465 0.0007 0.0788 0.1437 0.00
H 2.70401 -2.92456 7.01266 0.4553 0.2913 -0.2121 0.00
H 2.55694 0.37980 6.39726 -0.6154 -0.4443 -0.3435 0.00
H 0.77818 1.64709 5.24602 0.1294 -0.2233 -0.2915 0.00
H -0.51492 -1.95454 3.25968 0.4642 0.0929 0.1620 0.00
H 1.23547 -3.28466 4.48715 0.0002 0.5877 0.0927 0.00
C 3.31678 4.66347 0.26635 0.8719 0.0422 -0.2309 0.00
N 3.79159 3.49820 -0.46954 0.6716 0.3677 0.5260 0.00
C 5.22548 3.30634 -0.33758 -0.2941 0.2375 0.5142 0.00
C 2.95026 2.31160 -0.38153 0.6139 0.5800 -0.3367 0.00
C 1.91390 2.44853 -1.46732 -0.1972 -0.1885 -1.2248 0.01
C 2.30058 3.24582 -2.56414 -0.3455 0.2739 -0.2487 0.00
C 1.39946 3.60213 -3.56268 0.5480 -0.0991 -0.1329 0.01
C 0.11968 3.06335 -3.54465 -0.5547 0.3022 -0.2872 0.00
C -0.24794 2.24755 -2.50085 0.0726 -0.7172 0.1452 -0.03
C 0.65149 1.85874 -1.48645 -0.0200 0.9957 0.0174 0.04
H 3.72914 5.60977 -0.16900 -0.3744 -0.7426 0.1954 0.00
H 3.63595 4.64680 1.32705 -0.2169 -0.0589 -0.1037 0.00
H 2.23879 4.68133 0.20894 -0.3495 0.1867 0.0287 0.00
H 5.47736 2.98152 0.69437 0.2770 0.0476 -0.2970 0.00
H 5.68639 4.28974 -0.51795 0.1060 -0.3792 0.0768 0.00
H 5.64040 2.58601 -1.06120 -0.3411 0.1886 0.2204 0.00
H 2.46514 2.19926 0.59092 0.0661 -0.1166 0.2299 0.01
H 3.62746 1.47067 -0.55491 -0.3104 -0.2314 0.0659 -0.01
H 3.33302 3.59978 -2.58873 -0.5622 0.0848 -0.0412 0.00
H 1.70307 4.29845 -4.35337 -0.0686 -0.4489 0.2257 0.00
H -0.60798 3.25193 -4.34105 0.3212 0.1820 0.2822 0.00
H -1.27368 1.84609 -2.49951 0.5159 0.1339 -0.0861 0.00

---

10
Properties=species:S:1:pos:R:3:forces:R:3:nbo_charge:R:1 method="wB97M-V/def2-TZVPD" relative_energy_kcal_mol=85.36 charge=0 spin_multiplicity=1 orbital_gap_ha=0.2965
C 1.99955 -0.08753 0.39907 -0.5153 2.9432 -0.4899 0.33
C -0.96005 0.53706 -0.80862 1.1320 -1.2045 1.2982 -0.63
N 1.59757 -1.14915 0.59443 -1.3850 -2.4098 0.3606 -0.54
S -1.28320 -0.99325 0.19501 -1.4525 0.1476 1.2546 -0.02
S 0.02333 1.68016 0.17918 0.6736 -0.4912 -0.4308 -0.39
H 2.66641 0.71688 0.20155 0.4231 0.0065 0.0672 0.26
H -0.44586 0.03482 -1.64897 -0.6868 1.1004 -0.2797 0.22
H -1.99690 0.81081 -0.82899 -0.0922 0.7398 -1.4456 0.23
H 0.45324 -1.34130 0.64071 0.8302 0.3737 0.1062 0.38
H -2.05409 -0.20851 1.07663 1.0729 -1.2058 -0.4408 0.17